146
Properties=species:S:1:pos:R:3 method="wB97M-V/def2-TZVPD" orbital_gap_ha=0.3972 e_lumo_ha=0.0177 relative_energy_kcal_mol=0.0 molar_mass_g_mol=1061.062
S 3.525 -1.482 -1.672
O 3.047 4.976 -4.677
O -0.585 -5.426 -0.153
O -0.414 -3.658 -5.621
O 2.084 -1.938 -2.177
O -1.754 -3.566 -7.437
O 3.948 3.976 1.133
O 1.489 9.828 2.822
O -6.259 -2.319 -2.413
O 4.343 -1.197 -2.784
O -0.175 -6.087 -2.271
O 0.125 -0.564 5.726
O -1.204 -0.327 1.333
O -1.926 0.128 6.159
O 5.475 5.471 1.839
O 0.542 -7.245 -0.483
O 3.920 -2.899 -1.082
O 1.506 11.894 3.420
O -1.676 -7.612 3.935
O -1.232 -0.092 -0.891
O -4.863 -2.074 -0.709
O -2.176 -2.258 -5.774
O -0.481 1.525 0.532
O -4.295 -3.424 -2.368
O 3.491 3.298 -3.410
O 3.342 11.055 2.423
O 1.408 3.470 -4.262
O 3.353 -0.553 -0.613
O -1.638 -1.498 4.675
O 4.058 6.076 0.333
O -2.401 -6.180 2.336
O -0.639 -5.746 3.673
C 1.996 13.219 3.295
C 2.445 5.638 -6.911
C 2.880 6.909 -1.605
C -2.893 -9.567 4.610
C -1.652 -6.480 3.228
C -1.357 -3.203 -6.208
C 1.095 7.697 1.881
C 3.157 5.739 -0.696
C -1.751 -4.688 -0.551
C -1.382 0.882 7.242
C -0.069 -6.219 -1.087
C 4.452 5.067 1.108
C -5.353 -0.756 1.222
C -0.049 2.454 -0.444
C -6.670 -2.983 -3.614
C 1.496 -7.990 -1.225
C -1.132 0.033 8.472
C 1.557 -2.898 -1.262
C -1.947 -1.784 -4.429
C 2.524 3.888 -4.105
C -1.176 -0.700 5.443
C -5.093 -2.685 -1.869
C -2.648 -8.559 3.516
C -0.998 0.348 0.198
C -0.395 -4.500 3.027
C -1.776 -1.611 1.110
C 2.757 -3.486 -0.472
C 2.150 8.593 2.486
C 1.857 -9.221 -0.427
C -1.103 -4.699 -8.000
C 2.221 10.935 2.848
C 3.300 1.976 -2.944
C 1.010 -1.495 5.123
C -2.807 -0.575 -4.255
C 2.155 5.796 -5.439
C 6.034 4.543 2.770
C -0.479 3.847 -0.023
C -5.955 -1.521 0.075
H 3.625 4.927 -1.265
H -1.986 -9.999 5.029
H -2.299 -4.396 0.341
H 0.810 -2.463 -0.598
H -0.691 -4.506 1.984
H 2.655 4.592 -7.147
H -0.422 2.265 -1.455
H -0.887 -1.585 -4.281
H -6.459 -0.816 -0.587
H 2.313 1.568 -3.164
H 2.164 6.676 -2.392
H -2.143 1.646 7.433
H 0.578 8.139 1.031
H -1.325 3.783 0.665
H 2.572 8.188 3.404
H 1.367 -1.097 4.174
H -1.009 -2.314 0.777
H 2.559 7.800 -1.068
H 2.703 -3.105 0.549
H 1.586 13.678 2.397
H 0.300 4.338 0.565
H -3.528 -9.162 5.404
H -0.770 4.528 -0.820
H -2.449 -5.363 -1.047
H 2.392 -7.419 -1.481
H -6.135 -0.143 1.674
H 1.831 -1.655 5.818
H 0.686 -4.382 3.089
H 6.235 3.611 2.234
H -2.534 0.051 -3.407
H 1.584 5.893 -7.529
H 2.827 -4.566 -0.492
H 2.197 5.300 -0.405
H 5.348 4.319 3.583
H -1.474 -3.858 -1.193
H 3.310 6.222 -7.219
H -2.061 -0.237 8.967
H -0.615 -5.328 -7.261
H 0.538 -2.461 4.958
H -3.493 -10.410 4.253
H 1.035 2.421 -0.576
H 3.815 7.110 -2.136
H 1.730 13.749 4.206
H -0.344 -4.370 -8.713
H -3.867 -0.816 -4.139
H 4.044 1.305 -3.367
H -2.268 -9.099 2.640
H 2.960 8.761 1.778
H -1.866 -5.250 -8.544
H -6.631 -2.314 0.388
H -4.595 -0.040 0.891
H -0.538 1.520 6.966
H -0.507 0.550 9.200
H -5.802 -3.220 -4.231
H -0.568 -0.847 8.159
H -2.233 -2.588 -3.747
H -2.549 -1.645 0.341
H 1.527 6.765 1.506
H -2.786 0.065 -5.140
H 1.133 5.510 -5.201
H 3.380 1.921 -1.857
H 2.295 6.834 -5.139
H 1.041 -3.639 -1.874
H -7.254 -2.262 -4.177
H 1.157 -10.046 -0.559
H 3.083 13.286 3.221
H -7.196 -3.891 -3.336
H 0.357 7.411 2.632
H 1.889 -8.972 0.637
H 1.037 -8.273 -2.176
H -4.847 -1.357 1.978
H -0.893 -3.698 3.571
H 2.843 -9.617 -0.671
H 6.973 4.979 3.083
H -2.224 -1.908 2.055
H -3.575 -8.094 3.186

---

142
Properties=species:S:1:pos:R:3 method="wB97M-V/def2-TZVPD" orbital_gap_ha=0.2607 e_lumo_ha=0.0308 molar_mass_g_mol=1062.988 charge=-1
Nb 0.209 -3.037 -1.429
S -1.737 -1.506 -0.773
F -2.476 -0.904 -2.085
F 0.400 1.462 -2.036
O 2.666 -11.056 6.840
O -4.422 8.274 -3.689
O -2.718 -2.175 0.041
O -8.165 -3.282 0.249
O -4.253 10.000 -5.130
O -2.163 4.867 -1.019
O 6.978 -4.442 2.632
O 2.140 -0.670 -1.444
O 4.510 -10.228 7.838
O -2.032 5.554 1.131
O -7.113 8.711 0.287
O -0.342 1.460 -4.136
O -6.229 9.237 -4.345
O -8.625 9.861 1.299
O -1.149 -0.367 -0.111
O 5.854 -5.360 4.353
O 3.618 -9.337 5.964
O 4.985 -5.158 2.274
O -8.909 7.628 1.115
O -7.236 -1.362 0.995
O -9.370 -1.602 1.146
O -2.784 6.868 -0.540
N 0.874 -0.347 -3.361
C 7.499 -1.179 -3.377
C 5.939 -8.912 5.342
C -5.678 -1.620 -0.879
C 7.405 0.568 -0.405
C 8.057 -4.175 3.527
C 6.788 0.775 -1.795
C 6.110 -3.294 -3.567
C -6.913 10.216 -5.134
C -9.680 9.555 3.477
C -3.035 7.887 0.423
C -6.580 7.452 -0.142
C 3.748 -5.746 2.710
C 0.274 0.897 -3.243
C -2.761 2.690 -0.078
C -7.042 9.781 -6.578
C 3.168 -3.983 -1.751
C -9.857 9.946 2.025
C -10.542 -2.369 0.892
C -2.998 8.121 -3.728
C 2.884 -4.748 3.447
C -4.901 9.239 -4.462
C -2.300 5.725 -0.027
C 7.864 -1.931 -0.026
C 7.638 0.297 -2.971
C 5.921 -5.024 3.199
C 3.688 -10.208 6.960
C 1.235 -1.076 -2.133
C -5.921 -1.816 0.597
C 1.769 -4.332 -2.289
C 2.634 -12.081 7.833
C -8.235 -2.186 0.738
C -8.274 8.629 0.926
C 6.096 -1.759 -3.313
C 7.003 -0.719 0.304
C 4.663 -8.349 5.927
C -1.668 3.554 -0.661
C 5.638 -4.117 -2.354
C 4.258 -4.753 -2.519
H -6.065 9.715 -7.054
H -3.883 7.612 1.047
H 7.129 -3.579 -3.795
H -3.279 8.790 -0.132
H -0.908 -4.429 -1.091
H -7.307 6.895 -0.726
H -9.410 8.504 3.566
H 1.691 -12.603 7.702
H 1.535 -5.358 -2.001
H 7.475 0.927 -3.837
H 4.287 -5.762 -2.120
H 4.825 -7.941 6.923
H -6.343 -2.242 -1.480
H -7.510 8.797 -6.637
H -10.605 9.721 4.029
H 7.780 -3.391 4.229
H 7.664 -2.707 0.704
H 3.954 -6.627 3.315
H -5.718 7.673 -0.765
H -11.359 -1.855 1.390
H -7.650 10.494 -7.135
H -0.825 3.650 0.021
H -10.446 -3.376 1.294
H 3.353 -4.434 4.379
H 8.676 0.445 -2.684
H -5.786 -2.855 0.891
H 5.472 -3.517 -4.411
H 1.801 -4.316 -3.373
H 3.459 -12.776 7.686
H 3.234 -4.277 -0.711
H -10.740 -2.416 -0.178
H 4.286 -7.548 5.299
H 5.745 -9.352 4.363
H 8.886 -3.836 2.912
H 7.820 -1.252 -4.414
H -0.547 -3.010 -3.109
H -3.128 3.090 0.868
H 7.045 1.390 0.207
H 5.484 -1.267 -4.059
H -3.611 2.645 -0.761
H -1.298 3.125 -1.586
H 7.612 -2.354 -0.987
H 6.357 -4.917 -2.200
H 0.942 -3.041 0.258
H 5.787 0.365 -1.802
H 8.348 -5.073 4.068
H 2.729 -3.859 2.835
H -6.264 6.866 0.720
H 6.678 -8.119 5.232
H -7.896 10.314 -4.678
H 5.958 -0.947 0.123
H 7.082 -0.552 1.375
H 3.964 -4.840 -3.558
H -10.163 10.988 1.947
H 8.918 -1.690 0.047
H -2.742 7.408 -2.951
H -5.859 -0.582 -1.164
H 0.198 -0.924 -3.851
H -5.223 -1.216 1.174
H 5.678 -1.614 -2.328
H -6.408 11.178 -5.051
H -8.886 10.145 3.935
H -2.685 7.732 -4.696
H -10.617 9.336 1.538
H -2.163 8.074 1.044
H -2.500 9.067 -3.527
H 6.354 -9.690 5.982
H 6.667 1.847 -1.919
H 3.391 -2.929 -1.858
H 2.680 -11.657 8.833
H -2.393 1.678 0.087
H 8.483 0.681 -0.456
H 3.253 -6.077 1.799
H 1.914 -5.184 3.680
H 5.666 -3.530 -1.444
H 8.201 -1.792 -2.825
H -4.652 -1.879 -1.108